Formula: C5H5NO
Source: OMol25
Level of theory: wB97M-V/def2-TZVPD

Values from the calculation:
**LUMO energy**: 0.190 eV
**2S+1**: 1
**Energy above the lowest of the compared OMol25 structures with the same formula, charge and spin**: 95.9 kcal per mole

Last column: Mulliken charge in e.
Positions of all 12 atoms, in Å:
O: 0.3952 1.1675 -2.0507  -0.46
C: 0.4041 1.4198 -0.7228  -0.03
C: 1.1174 0.7800 0.1915  -0.09
C: 1.1435 -0.2356 1.0417  -0.54
C: -0.1227 -0.9820 0.9835  0.53
N: -0.8760 -1.9302 1.3308  -0.54
C: -1.3990 -0.9072 0.3329  -0.42
H: 0.9582 0.3991 -2.2249  0.35
H: -0.3035 2.2045 -0.4673  0.34
H: 1.9585 -0.5007 1.7258  0.40
H: -2.1224 -0.1743 0.6845  0.24
H: -1.4896 -1.1943 -0.7144  0.23